No. 1
This record from the OMol25 dataset describes a structure of composition C43H51BrF9N8O3SbTl in a non-equilibrium geometry. The level of theory is ωB97M-V/def2-TZVPD.

Positions of all 117 atoms, in Å:
Tl: 0.100 0.852 0.519
Br: -7.077 -1.723 -3.703
C: -5.822 -0.939 -2.489
C: -6.232 -0.585 -1.207
C: -5.340 0.068 -0.395
C: -4.004 0.382 -0.795
O: -3.335 1.232 -0.126
C: -3.567 -0.151 -2.050
C: -2.226 -0.146 -2.660
N: -1.119 -0.619 -2.221
C: -0.218 -0.965 -3.237
C: -0.813 -1.488 -4.390
C: -0.123 -1.806 -5.545
C: 1.231 -1.613 -5.585
C: 1.915 -1.219 -4.439
C: 3.350 -1.187 -4.461
C: 4.087 -0.850 -3.412
C: 3.454 -0.403 -2.135
N: 2.019 -0.735 -2.102
C: 1.231 -0.935 -3.211
C: -4.524 -0.729 -2.894
H: -7.241 -0.801 -0.878
H: -5.627 0.386 0.600
H: -2.278 0.133 -3.725
H: -1.880 -1.662 -4.378
H: -0.654 -2.190 -6.406
H: 1.799 -1.809 -6.487
H: 3.838 -1.491 -5.379
H: 5.167 -0.850 -3.439
H: 3.164 -1.087 -0.189
H: -4.220 -1.058 -3.881
C: -3.260 3.570 -0.631
N: -2.923 4.341 0.589
C: -3.803 3.943 1.706
C: -1.471 4.150 0.994
C: -0.561 4.395 -0.178
C: -0.307 5.715 -0.558
C: 0.418 5.970 -1.709
C: 0.827 4.895 -2.490
C: 0.553 3.595 -2.086
C: -0.120 3.265 -0.894
H: -4.302 3.737 -0.900
H: -3.085 2.522 -0.417
H: -2.604 3.861 -1.445
H: -3.040 5.331 0.371
H: -3.594 2.892 1.920
H: -4.850 4.065 1.434
H: -3.581 4.543 2.588
H: -1.385 3.116 1.322
H: -1.288 4.835 1.826
H: -0.658 6.545 0.056
H: 0.638 6.989 -2.008
H: 1.367 5.080 -3.414
H: 0.852 2.789 -2.746
C: -0.588 -6.119 1.022
N: -1.019 -4.782 1.335
C: -1.754 -4.430 2.516
C: -1.652 -2.878 2.479
O: -2.190 -2.186 3.327
N: -0.920 -2.519 1.404
C: -0.563 -3.631 0.759
N: 0.138 -3.641 -0.356
H: -0.630 -6.731 1.924
H: 0.445 -6.115 0.667
H: -1.221 -6.589 0.261
H: -1.297 -4.830 3.426
H: -2.799 -4.745 2.466
H: 0.603 -2.734 -0.647
H: 0.408 -4.509 -0.781
F: 5.610 -2.692 -1.746
C: 4.421 -2.536 -1.124
F: 3.504 -3.158 -1.884
F: 4.497 -3.264 0.010
C: 4.062 -1.079 -0.845
O: 1.573 -0.833 -0.807
C: 5.191 -0.419 -0.069
F: 5.532 -1.179 0.997
F: 6.330 -0.251 -0.773
F: 4.861 0.774 0.440
C: 3.589 1.155 -2.091
F: 3.130 1.652 -3.253
F: 4.878 1.562 -2.018
F: 2.930 1.756 -1.102
C: -3.325 -0.429 5.918
C: -2.463 0.802 5.664
Sb: -1.066 0.518 3.971
C: 0.157 -0.949 5.072
C: 0.911 -0.587 6.344
C: -0.070 2.475 4.408
C: 0.885 2.614 5.584
H: -4.200 -0.184 6.528
H: -2.754 -1.196 6.442
H: -3.670 -0.862 4.979
H: -1.904 1.075 6.562
H: -3.093 1.652 5.391
H: 0.858 -1.333 4.328
H: -0.570 -1.737 5.277
H: 1.786 0.020 6.119
H: 1.265 -1.493 6.848
H: 0.285 -0.038 7.050
H: -0.899 3.184 4.512
H: 0.460 2.722 3.487
H: 0.414 2.307 6.517
H: 1.218 3.652 5.703
H: 1.771 2.001 5.423
C: 4.756 3.550 3.226
N: 3.998 2.334 3.079
C: 4.290 1.110 3.624
C: 3.311 0.262 3.188
N: 2.432 0.940 2.394
C: 2.873 2.170 2.341
H: 5.199 3.593 4.220
H: 4.094 4.404 3.093
H: 5.553 3.607 2.481
H: 5.146 0.953 4.256
H: 3.187 -0.786 3.398
H: 2.415 2.963 1.771

Forces on atoms 1 to 6 (eV/Å):
Tl -0.404 -0.233 -0.633
Br 0.047 -0.018 0.055
C -0.180 -0.153 -0.078
C 0.056 0.033 -0.176
C 0.097 -0.184 0.164
C -0.149 0.346 -0.318

Computed properties:
* net charge: -1
* HOMO level: -3.643 eV
* spin multiplicity: 1
* molar mass: 1304.96 g mol⁻¹
* relative energy (zero: lowest compared OMol25 entry of this formula, charge and spin): 107.8 kcal per mole

Results of the Löwdin charge analysis, in e, for atoms 1 through 4: Tl 0.77; Br 0.63; C -0.71; C -0.16

***

No. 2
This record from the OMol25 dataset describes a structure of composition C43H51N2O4S2W in a non-equilibrium geometry. The level of theory is ωB97M-V/def2-TZVPD.

Positions of all 103 atoms, in Å:
W: 0.211 -0.268 2.453
C: -3.143 -6.689 -2.738
C: -2.446 -5.501 -2.154
C: -1.231 -5.054 -2.675
C: -0.619 -3.918 -2.175
C: -1.232 -3.218 -1.141
C: -2.418 -3.660 -0.573
C: -3.011 -4.799 -1.084
S: -0.421 -1.694 -0.716
O: -0.752 -1.450 0.789
C: -1.412 -0.507 -1.628
C: -2.789 -0.381 -1.376
C: -3.493 0.599 -2.010
C: -2.858 1.499 -2.899
C: -3.571 2.555 -3.509
C: -2.938 3.431 -4.344
C: -1.563 3.287 -4.616
C: -0.844 2.270 -4.052
C: -1.469 1.350 -3.175
C: -0.742 0.317 -2.517
C: 0.733 0.180 -2.740
C: 1.251 -0.297 -3.973
C: 0.412 -0.685 -5.045
C: 0.954 -1.142 -6.213
C: 2.351 -1.239 -6.369
C: 3.187 -0.890 -5.346
C: 2.663 -0.416 -4.123
C: 3.519 -0.069 -3.049
C: 3.017 0.368 -1.860
C: 1.624 0.500 -1.730
S: 0.873 0.953 -0.184
O: 1.653 0.107 0.880
C: 1.371 2.649 0.012
C: 0.360 3.571 -0.243
C: 0.628 4.923 -0.112
C: 1.888 5.369 0.293
C: 2.157 6.834 0.464
C: 2.889 4.420 0.523
C: 2.643 3.065 0.376
H: -2.454 -7.333 -3.281
H: -3.905 -6.350 -3.445
H: -3.651 -7.272 -1.971
H: -0.754 -5.603 -3.476
H: 0.322 -3.571 -2.590
H: -2.861 -3.137 0.266
H: -3.940 -5.153 -0.652
H: -3.282 -1.065 -0.699
H: -4.557 0.699 -1.835
H: -4.628 2.660 -3.298
H: -3.489 4.240 -4.804
H: -1.075 3.989 -5.279
H: 0.208 2.161 -4.278
H: -0.662 -0.605 -4.939
H: 0.309 -1.428 -7.033
H: 2.761 -1.592 -7.306
H: 4.261 -0.972 -5.456
H: 4.588 -0.166 -3.194
H: 3.671 0.608 -1.031
H: -0.619 3.227 -0.564
H: -0.149 5.647 -0.325
H: 1.228 7.395 0.547
H: 2.705 7.222 -0.397
H: 2.767 7.027 1.345
H: 3.881 4.752 0.803
H: 3.442 2.346 0.516
N: -0.724 -0.363 4.586
C: -1.926 -1.258 4.706
C: -1.729 -2.505 3.864
C: -0.485 -3.327 4.248
C: 0.388 -3.629 3.039
N: 1.046 -2.401 2.484
H: -0.042 -0.691 5.262
H: -0.992 0.561 4.916
H: -2.797 -0.713 4.351
H: -2.091 -1.510 5.755
H: -1.646 -2.191 2.817
H: -2.626 -3.120 3.938
H: -0.786 -4.276 4.690
H: 0.119 -2.822 5.008
H: -0.228 -4.068 2.254
H: 1.157 -4.354 3.306
H: 1.262 -2.585 1.507
H: 1.950 -2.287 2.939
C: -0.255 3.202 3.209
O: 0.618 2.063 3.062
C: 1.847 2.292 3.775
C: 2.777 1.153 3.460
O: 2.101 -0.076 3.809
C: 2.500 -0.589 5.097
H: 0.277 4.097 2.888
H: -0.559 3.317 4.252
H: -1.125 3.054 2.583
H: 1.631 2.344 4.847
H: 2.289 3.237 3.456
H: 3.715 1.250 4.005
H: 2.974 1.108 2.395
H: 3.533 -0.933 5.046
H: 1.863 -1.435 5.348
H: 2.416 0.178 5.867
C: -1.727 0.663 2.112
H: -2.476 -0.055 1.779
H: -1.649 1.404 1.310
H: -2.148 1.174 2.983

Forces on atoms 1 to 6 (eV/Å):
W 0.405 -0.178 -0.031
C -0.058 0.005 -0.025
C 0.121 0.063 -0.017
C -0.084 -0.028 0.029
C 0.104 0.117 0.005
C 0.314 0.168 0.114

Computed properties:
* net charge: +3
* HOMO level (spin up / spin down): -14.963 / -14.965 eV
* spin multiplicity: 3
* molar mass: 907.87 g mol⁻¹

Results of the Löwdin charge analysis, in e, for atoms 1 through 4: W 1.71; C -0.02; C -0.23; C 0.00

***

No. 3
This record from the OMol25 dataset describes a structure of composition C43H53BF4LuN5O3S2Si in a non-equilibrium geometry. The level of theory is ωB97M-V/def2-TZVPD.

Positions of all 113 atoms, in Å:
Lu: -0.092 1.261 -0.486
C: 3.230 3.697 -1.105
N: 2.473 2.828 -2.059
C: 1.732 3.456 -3.116
C: 0.244 3.073 -3.190
N: -0.523 3.444 -1.922
C: -1.986 3.541 -2.069
C: -0.021 4.517 -1.170
C: 0.103 5.791 -1.756
C: 0.703 6.879 -1.087
C: 0.939 6.722 0.300
C: 0.490 5.570 0.962
C: 0.034 4.427 0.258
S: -0.358 3.124 1.358
C: 2.976 1.502 -2.298
C: 3.527 1.176 -3.544
C: 4.125 -0.027 -3.759
C: 4.152 -0.957 -2.708
C: 3.543 -0.715 -1.477
C: 2.956 0.544 -1.252
S: 2.476 0.863 0.399
H: 2.650 3.968 -0.124
H: 3.524 4.681 -1.600
H: 4.154 3.136 -0.845
H: 2.072 3.140 -4.147
H: 1.748 4.537 -3.031
H: 0.072 2.030 -3.511
H: -0.181 3.729 -3.997
H: -2.293 4.319 -2.811
H: -2.410 3.770 -1.085
H: -2.460 2.607 -2.322
H: -0.282 5.912 -2.795
H: 0.876 7.800 -1.665
H: 1.469 7.478 0.865
H: 0.594 5.556 2.026
H: 3.737 1.971 -4.238
H: 4.447 -0.245 -4.747
H: 4.642 -1.909 -2.865
H: 3.634 -1.484 -0.695
C: -0.486 -1.000 1.157
Si: -0.455 -0.986 2.982
C: -0.360 -2.790 3.710
N: 0.502 -3.823 3.279
C: 0.252 -5.151 3.857
C: 0.670 -6.272 2.852
C: -0.135 -5.999 1.574
C: 0.052 -4.527 1.029
C: 1.111 -3.834 1.941
C: -1.833 0.109 3.750
C: -1.958 0.245 5.116
C: -2.793 1.275 5.577
C: -3.587 2.032 4.728
C: -3.587 1.727 3.357
C: -2.582 0.858 2.856
C: 1.193 -0.333 3.670
C: 1.120 1.058 4.012
C: 2.065 1.659 4.814
C: 3.062 0.867 5.431
C: 3.147 -0.454 5.058
C: 2.198 -1.085 4.300
H: -1.372 -1.304 0.527
H: 0.374 -1.440 0.637
H: -1.397 -3.205 3.578
H: -0.297 -2.663 4.798
H: -0.802 -5.257 4.077
H: 0.862 -5.182 4.781
H: 0.498 -7.304 3.141
H: 1.771 -6.307 2.672
H: -1.231 -6.208 1.788
H: 0.203 -6.614 0.760
H: -0.867 -3.892 1.018
H: 0.409 -4.488 -0.009
H: 1.329 -2.768 1.647
H: 1.986 -4.472 1.945
H: -1.375 -0.466 5.710
H: -2.645 1.518 6.646
H: -4.193 2.905 5.102
H: -4.124 2.361 2.669
H: -2.285 0.800 1.832
H: 0.447 1.702 3.407
H: 1.959 2.762 5.012
H: 3.817 1.349 6.053
H: 3.931 -1.017 5.507
H: 2.200 -2.139 4.162
F: -2.230 1.259 -0.385
B: -3.840 1.205 -0.307
F: -4.131 0.322 0.665
F: -4.266 2.500 0.029
F: -4.249 0.866 -1.571
C: -1.072 -1.298 -5.548
C: -1.915 -1.221 -4.275
C: -1.439 -1.918 -2.965
C: -2.540 -1.942 -1.924
C: -3.916 -2.375 -2.402
C: -1.203 -3.386 -3.404
O: -2.067 -4.315 -3.544
N: 0.158 -3.605 -3.731
C: 1.267 -2.794 -3.582
O: 2.360 -3.244 -3.913
N: 1.040 -1.553 -3.088
C: -0.139 -1.162 -2.669
O: -0.239 -0.021 -2.063
H: -1.627 -0.839 -6.342
H: -0.885 -2.392 -5.779
H: -0.123 -0.748 -5.566
H: -2.943 -1.628 -4.489
H: -2.143 -0.198 -4.003
H: -2.683 -0.916 -1.586
H: -2.290 -2.591 -1.026
H: -3.765 -3.191 -3.102
H: -4.407 -1.513 -2.784
H: -4.609 -2.781 -1.676
H: 0.388 -4.478 -4.174

Forces on atoms 1 to 6 (eV/Å):
Lu 0.981 -0.436 2.458
C -0.317 0.446 0.408
N -0.009 0.269 0.927
C -0.580 -0.923 -1.165
C -1.058 1.772 0.089
N 0.083 -2.678 -0.731

Computed properties:
* net charge: -2
* HOMO level: -1.667 eV
* spin multiplicity: 1
* molar mass: 1041.92 g mol⁻¹

Results of the Löwdin charge analysis, in e, for atoms 1 through 4: Lu 1.40; C -0.08; N -0.17; C -0.21

***

No. 4
This record from the OMol25 dataset describes a structure of composition C43H53BN4O5P2STi. The level of theory is ωB97M-V/def2-TZVPD.

Positions of all 110 atoms, in Å:
Ti: -0.928 0.120 -0.249
C: 3.306 1.754 -2.862
C: 2.164 1.693 -1.852
C: 1.722 3.077 -1.392
P: 0.747 0.620 -2.359
C: 0.427 0.914 -4.149
C: 0.142 2.384 -4.458
C: -0.709 0.010 -4.622
C: 1.543 -1.009 -2.335
C: 2.160 -1.639 -3.403
C: 2.863 -2.831 -3.255
C: 3.486 -3.526 -4.432
C: 2.960 -3.344 -1.966
C: 2.358 -2.739 -0.878
C: 1.597 -1.563 -1.034
N: 0.960 -0.877 -0.033
C: 1.006 -1.417 1.283
C: 0.485 -2.694 1.529
C: 0.371 -3.183 2.811
C: 0.756 -2.408 3.905
C: 0.523 -2.880 5.311
C: 1.305 -1.160 3.659
C: 1.453 -0.633 2.370
P: 2.206 1.006 1.996
C: 3.999 0.625 2.341
C: 4.523 -0.342 1.284
C: 4.350 0.135 3.742
C: 1.840 2.213 3.392
C: 1.125 3.410 2.745
C: 1.066 1.760 4.626
H: 4.182 2.228 -2.410
H: 3.037 2.345 -3.741
H: 3.605 0.759 -3.197
H: 2.507 1.162 -0.958
H: 1.382 3.698 -2.224
H: 2.561 3.589 -0.912
H: 0.912 3.021 -0.665
H: 1.348 0.643 -4.680
H: -0.642 2.796 -3.826
H: -0.192 2.484 -5.494
H: 1.029 3.005 -4.335
H: -1.627 0.238 -4.080
H: -0.477 -1.045 -4.467
H: -0.885 0.172 -5.689
H: 2.100 -1.199 -4.395
H: 3.534 -2.862 -5.296
H: 2.918 -4.411 -4.734
H: 4.504 -3.856 -4.212
H: 3.529 -4.254 -1.799
H: 2.475 -3.181 0.100
H: 0.108 -3.269 0.692
H: -0.075 -4.158 2.975
H: 0.375 -3.960 5.346
H: -0.372 -2.413 5.731
H: 1.365 -2.631 5.960
H: 1.609 -0.565 4.512
H: 4.484 1.598 2.181
H: 4.081 -1.330 1.422
H: 5.608 -0.447 1.362
H: 4.279 -0.017 0.272
H: 3.941 -0.864 3.911
H: 3.959 0.795 4.520
H: 5.435 0.071 3.872
H: 2.837 2.548 3.713
H: 0.903 4.178 3.493
H: 0.188 3.092 2.290
H: 1.734 3.863 1.960
H: 0.170 1.205 4.355
H: 0.753 2.640 5.195
H: 1.669 1.141 5.296
O: -1.659 -1.141 -1.540
N: -2.824 -1.773 -1.723
C: -2.702 -2.945 -2.401
C: -3.782 -3.713 -2.705
C: -5.046 -3.247 -2.288
C: -5.147 -2.072 -1.612
C: -4.017 -1.253 -1.286
S: -4.178 0.178 -0.445
H: -1.678 -3.176 -2.653
H: -3.649 -4.638 -3.244
H: -5.938 -3.822 -2.501
H: -6.101 -1.692 -1.279
O: -0.864 1.146 1.307
N: -1.507 0.836 2.444
N: -2.002 -0.394 2.264
O: -1.857 -0.991 1.073
C: -2.653 -1.058 3.272
C: -2.868 -0.431 4.512
C: -3.483 -1.136 5.529
C: -3.901 -2.450 5.350
C: -3.695 -3.056 4.113
C: -3.080 -2.381 3.078
H: -2.547 0.589 4.655
H: -3.643 -0.643 6.482
H: -4.382 -2.990 6.155
H: -4.019 -4.078 3.952
H: -2.915 -2.847 2.119
O: -2.550 1.833 -2.567
B: -1.818 1.868 -1.342
O: -1.695 3.229 -0.970
C: -2.369 3.964 -1.896
C: -2.537 5.329 -1.960
C: -3.272 5.823 -3.039
C: -3.803 4.972 -4.000
C: -3.623 3.590 -3.928
C: -2.896 3.110 -2.859
H: -2.118 5.979 -1.203
H: -3.431 6.891 -3.127
H: -4.370 5.388 -4.822
H: -4.031 2.920 -4.672

Forces on atoms 1 to 6 (eV/Å):
Ti 0.095 -0.119 -0.473
C 0.032 -0.030 -0.013
C 0.073 0.008 -0.063
C -0.046 0.117 0.010
P -0.086 -0.182 0.379
C 0.091 0.131 -0.007

Computed properties:
* net charge: -1
* HOMO level (spin up / spin down): -2.861 / -4.288 eV
* spin multiplicity: 2
* molar mass: 858.61 g mol⁻¹
* relative energy (zero: lowest compared OMol25 entry of this formula, charge and spin): 122.1 kcal per mole

Results of the Löwdin charge analysis, in e, for atoms 1 through 4: Ti 0.87; C -0.10; C -0.52; C -0.11